[1]
The following is a DFT calculation (wB97M-V/def2-TZVPD) of a molecular structure, C5H9BeFN2O3 in a non-equilibrium geometry.

Calculated values
F_max, eV/A: 3.7
HOMO level, Ha: -0.6066
Net charge: +2

Each line ends with the natural charge from an NBO analysis.
CARTESIAN COORDINATES (ANGSTROEM)
C1 0.631 0.062 1.778  -0.38
N1 -0.682 -0.492 1.281  -0.40
C2 -1.183 -1.565 2.181  -0.46
C3 -0.423 -0.948 -0.001  0.83
O1 -0.017 -2.172 -0.129  -0.94
C4 -0.579 -0.121 -1.292  -0.19
O2 -0.713 1.259 -1.056  -0.48
C5 0.321 2.011 -1.613  0.83
O3 1.029 2.606 -0.873  -0.45
N2 0.537 2.139 -3.048  -0.29
F1 0.183 3.422 -3.427  -0.18
H1 0.886 -0.321 2.794  0.28
H2 1.446 -0.306 1.053  0.08
H3 0.548 1.177 1.787  0.33
H4 -1.749 -2.354 1.636  0.25
H5 -0.370 -2.085 2.756  0.21
H6 -1.869 -1.127 2.947  0.29
H7 -1.466 -0.553 -1.841  0.31
H8 0.307 -0.359 -1.945  0.24
H9 1.555 2.127 -3.175  0.38
Be1 1.606 -2.399 0.190  1.75


[2]
The following is a DFT calculation (wB97M-V/def2-TZVPD) of 2 unconnected molecules or ions with the total composition C14H16O in a non-equilibrium geometry.

Calculated values
F_max, eV/A: 2.5
Relative energy (zero: lowest compared OMol25 entry of this formula, charge and spin), kJ/mol: 110.4
HOMO level, Ha: -0.3120
SMILES: Cc1ccc(O)cc1.Cc1ccccc1
Net charge: 0

Each line ends with the natural charge from an NBO analysis.
CARTESIAN COORDINATES (ANGSTROEM)
C1 2.450 -2.210 -4.290  -0.63
C2 -0.038 -0.199 -2.329  -0.19
C3 0.500 -1.254 -3.063  -0.22
C4 0.797 0.469 -1.433  -0.22
C5 1.876 -1.471 -3.111  -0.03
C6 2.109 0.036 -1.280  -0.21
C7 2.699 -0.834 -2.189  -0.21
H1 -1.080 0.046 -2.444  0.21
H2 -0.198 -1.673 -3.776  0.20
H3 0.497 1.377 -0.947  0.22
H4 2.634 0.716 -0.620  0.21
H5 2.257 -3.286 -4.250  0.22
H6 3.500 -1.960 -4.424  0.21
H7 3.770 -0.951 -2.282  0.21
H8 1.940 -1.976 -5.229  0.22
C8 -3.576 0.237 3.806  -0.63
C9 -1.247 1.760 1.247  -0.27
C10 0.002 1.309 1.638  0.29
C11 -2.406 1.355 1.902  -0.19
C12 -2.318 0.512 3.016  -0.05
C13 0.062 0.333 2.622  -0.28
C14 -1.068 0.051 3.375  -0.19
O1 1.120 1.849 1.057  -0.68
H9 -1.422 2.502 0.477  0.22
H10 -3.321 1.720 1.455  0.21
H11 1.057 -0.063 2.804  0.21
H12 1.842 1.697 1.676  0.48
H13 -3.225 0.018 4.827  0.21
H14 -3.943 -0.768 3.584  0.22
H15 -0.978 -0.383 4.362  0.21
H16 -4.292 1.042 3.817  0.22


[3]
The following is a DFT calculation (wB97M-V/def2-TZVPD) of 2 unconnected molecules or ions with the total composition C6H15NO in a non-equilibrium geometry.

Calculated values
F_max, eV/A: 5.9
Relative energy (zero: lowest compared OMol25 entry of this formula, charge and spin), kJ/mol: 429.6
HOMO level, Ha: -0.3302
SMILES: C=C(C)CCCN.O
Net charge: 0

Each line ends with the natural charge from an NBO analysis.
CARTESIAN COORDINATES (ANGSTROEM)
C1 -1.818 0.008 -0.168  -0.23
C2 -0.548 0.640 0.524  -0.40
C3 -0.035 0.274 1.927  -0.46
C4 0.097 -2.075 2.284  -0.40
C5 0.649 -0.978 1.784  0.01
C6 2.091 -1.030 1.293  -0.64
N1 -3.138 0.554 0.301  -0.88
H1 -1.690 -0.094 -1.222  0.20
H2 -1.826 -1.043 0.002  0.20
H3 0.335 0.745 -0.304  0.20
H4 -0.733 1.750 0.445  0.21
H5 -0.936 0.087 2.503  0.22
H6 0.392 1.182 2.363  0.22
H7 -0.734 -2.157 2.913  0.18
H8 0.222 -3.221 1.999  0.19
H9 2.104 -0.160 0.573  0.20
H10 2.364 -1.837 0.683  0.22
H11 2.905 -0.843 1.951  0.22
H12 -3.628 -0.013 0.968  0.36
H13 -3.318 1.470 0.711  0.37
H14 1.695 2.012 -6.807  0.45
H15 2.553 2.788 -6.197  0.45
O1 2.455 1.802 -6.070  -0.90


[4]
The following is a DFT calculation (wB97M-V/def2-TZVPD) of a molecular structure, C24H25N4O4RuS2.

Calculated values
F_max, eV/A: 0.7
Relative energy (zero: lowest compared OMol25 entry of this formula, charge and spin), kJ/mol: 93.7
HOMO level (alpha / beta), Ha: -0.4247 / -0.4241
Net charge: +1

Each line ends with the natural charge from an NBO analysis.
CARTESIAN COORDINATES (ANGSTROEM)
Ru1 1.048 -0.521 -1.302  0.91
C1 -0.658 -0.379 1.451  -0.68
C2 0.086 0.466 0.481  0.36
N1 1.455 0.204 0.320  -0.07
N2 2.453 0.935 0.663  -0.25
C3 3.536 0.649 -0.117  -0.18
S1 3.351 -0.437 -1.386  0.26
S2 5.056 1.340 0.209  0.45
C4 4.870 2.032 1.892  -0.55
C5 5.094 0.992 2.950  0.03
C6 6.384 0.681 3.365  -0.23
C7 6.594 -0.301 4.322  -0.19
C8 5.516 -0.978 4.871  -0.20
C9 4.225 -0.665 4.470  -0.19
C10 4.015 0.317 3.513  -0.25
C11 -0.393 1.675 -0.086  -0.15
C12 -1.437 2.424 0.508  -0.16
C13 -1.794 3.622 -0.035  -0.22
C14 -1.131 4.098 -1.190  -0.11
C15 -0.147 3.376 -1.809  -0.26
C16 0.200 2.117 -1.294  0.40
O1 1.016 1.323 -1.953  -0.58
H1 -0.558 0.053 2.452  0.27
H2 -0.239 -1.384 1.481  0.26
H3 -1.715 -0.416 1.193  0.25
H4 3.892 2.505 1.961  0.25
H5 5.633 2.809 1.918  0.25
H6 7.229 1.211 2.941  0.22
H7 7.601 -0.534 4.641  0.23
H8 5.681 -1.741 5.621  0.23
H9 3.381 -1.178 4.912  0.22
H10 3.006 0.579 3.215  0.21
H11 -1.920 2.059 1.405  0.22
H12 -2.576 4.216 0.417  0.24
H13 -1.428 5.052 -1.608  0.23
H14 0.331 3.718 -2.716  0.25
C17 -4.650 -0.422 -0.133  -0.62
C18 -3.990 -1.729 -0.551  -0.37
C19 -3.324 -1.727 -1.962  -0.26
C20 -4.335 -1.414 -3.072  -0.39
C21 -3.731 -1.499 -4.468  -0.62
C22 -2.821 -3.157 -2.122  0.73
O2 -3.517 -4.081 -2.428  -0.52
N3 -1.472 -3.392 -1.779  -0.64
C23 -0.601 -2.393 -1.573  0.79
O3 0.614 -2.587 -1.251  -0.63
N4 -0.927 -1.102 -1.714  -0.71
C24 -2.223 -0.668 -1.959  0.72
O4 -2.456 0.504 -2.114  -0.55
H15 -5.031 -0.521 0.884  0.23
H16 -5.494 -0.178 -0.776  0.22
H17 -3.957 0.420 -0.164  0.21
H18 -4.729 -2.532 -0.567  0.24
H19 -3.239 -2.023 0.191  0.19
H20 -4.718 -0.410 -2.894  0.23
H21 -5.165 -2.113 -2.970  0.23
H22 -2.894 -0.806 -4.582  0.21
H23 -4.473 -1.232 -5.219  0.23
H24 -3.386 -2.508 -4.696  0.21
H25 -1.144 -4.350 -1.754  0.45


[5]
The following is a DFT calculation (wB97M-V/def2-TZVPD) of 3 unconnected molecules or ions with the total composition C20H41N3O5PS in a non-equilibrium geometry.

Calculated values
F_max, eV/A: 1.1
Relative energy (zero: lowest compared OMol25 entry of this formula, charge and spin), kJ/mol: 22.9
HOMO level, Ha: -0.3994
Net charge: +1

Each line ends with the Löwdin charge.
CARTESIAN COORDINATES (ANGSTROEM)
C1 -0.566 2.499 0.927  -0.06
C2 -1.979 2.246 1.414  -0.25
O1 -2.899 3.245 0.961  -0.13
C3 -4.073 2.706 0.400  -0.18
C4 -3.768 2.202 -1.007  -0.25
C5 -4.089 3.086 -2.244  -0.06
C6 -3.750 2.081 -3.311  0.03
N1 -3.840 0.872 -2.879  -0.07
C7 -3.461 -0.351 -3.618  -0.10
C8 -2.067 -0.186 -4.230  -0.16
C9 -1.026 0.329 -3.217  -0.20
C10 0.395 -0.141 -3.524  -0.16
C11 1.430 0.726 -2.822  -0.18
O2 1.414 2.019 -3.437  -0.02
C12 2.070 2.997 -2.759  -0.52
C13 2.171 4.262 -3.563  0.02
O3 2.509 2.842 -1.643  0.11
C14 -4.372 0.865 -1.485  -0.35
P1 -6.246 0.766 -1.653  0.36
S1 -6.913 -1.035 -1.603  0.19
H1 0.094 1.760 1.389  0.05
H2 -0.494 2.391 -0.163  0.06
H3 -0.234 3.512 1.164  0.09
H4 -2.291 1.252 1.065  0.12
H5 -1.995 2.224 2.508  0.13
H6 -4.817 3.505 0.382  0.14
H7 -4.437 1.880 1.025  0.13
H8 -2.692 2.030 -1.123  0.13
H9 -3.399 3.930 -2.324  0.14
H10 -5.116 3.448 -2.321  0.13
H11 -3.394 2.287 -4.315  0.17
H12 -3.449 -1.157 -2.883  0.13
H13 -4.228 -0.583 -4.358  0.14
H14 -1.753 -1.145 -4.646  0.13
H15 -2.135 0.526 -5.060  0.12
H16 -1.313 0.068 -2.191  0.12
H17 -1.005 1.425 -3.258  0.11
H18 0.545 -1.171 -3.187  0.13
H19 0.562 -0.094 -4.605  0.13
H20 2.427 0.290 -2.915  0.14
H21 1.206 0.805 -1.754  0.12
H22 1.182 4.579 -3.902  0.09
H23 2.600 5.039 -2.935  0.09
H24 2.798 4.107 -4.442  0.09
H25 -4.116 -0.027 -0.914  0.13
H26 -6.722 1.664 -0.681  0.00
H27 -6.461 1.450 -2.863  -0.01
C15 2.171 -0.095 2.457  -0.34
O4 1.075 -0.143 1.912  -0.03
N2 3.157 -0.981 2.281  -0.18
C16 4.443 -0.856 2.953  -0.04
C17 2.937 -2.113 1.400  -0.04
H28 2.431 0.703 3.169  0.14
H29 5.241 -0.770 2.214  0.09
H30 4.628 -1.725 3.584  0.06
H31 4.443 0.036 3.575  0.09
H32 2.710 -1.776 0.389  0.08
H33 2.095 -2.713 1.751  0.09
H34 3.834 -2.726 1.382  0.09
C18 5.148 -4.274 5.766  -0.34
O5 5.220 -3.158 5.284  0.00
N3 4.163 -5.152 5.502  -0.20
C19 4.119 -6.469 6.105  -0.05
C20 3.113 -4.756 4.580  -0.04
H35 5.898 -4.661 6.473  0.14
H36 4.151 -7.246 5.339  0.09
H37 3.208 -6.594 6.693  0.09
H38 4.976 -6.595 6.763  0.08
H39 3.534 -4.521 3.601  0.08
H40 2.596 -3.868 4.947  0.09
H41 2.402 -5.571 4.479  0.09


[6]
The following is a DFT calculation (wB97M-V/def2-TZVPD) of 2 unconnected molecules or ions with the total composition C2HNO4 in a non-equilibrium geometry.

Calculated values
F_max, eV/A: 7.6
Relative energy (zero: lowest compared OMol25 entry of this formula, charge and spin), kJ/mol: 324.7
HOMO level (alpha / beta), Ha: -0.3554 / -0.3555
SMILES: O=CN=O.O=C=O
Net charge: 0

Each line ends with the natural charge from an NBO analysis.
CARTESIAN COORDINATES (ANGSTROEM)
C1 1.578 -2.078 -0.511  1.05
C2 -0.810 0.219 0.789  0.42
N1 0.187 0.663 1.395  0.13
O1 0.794 -1.626 0.219  -0.57
O2 2.263 -2.428 -1.331  -0.47
O3 1.343 0.466 1.770  -0.22
O4 -1.612 0.531 -0.006  -0.55
H1 -0.760 -0.801 1.318  0.22


[7]
The following is a DFT calculation (wB97M-V/def2-TZVPD) of 2 unconnected molecules or ions with the total composition C11H16O in a non-equilibrium geometry.

Calculated values
F_max, eV/A: 1.3
Relative energy (zero: lowest compared OMol25 entry of this formula, charge and spin), kJ/mol: 453.8
HOMO level, Ha: -0.3196
SMILES: C=CC(=C)C=C.CCC#CCO
Net charge: 0

Each line ends with the natural charge from an NBO analysis.
CARTESIAN COORDINATES (ANGSTROEM)
C1 0.239 -0.839 1.469  -0.37
C2 1.502 -0.466 1.334  -0.21
C3 2.315 -0.179 0.110  -0.08
C4 1.941 0.644 -0.896  -0.35
C5 3.690 -0.711 0.149  -0.21
C6 4.460 -0.913 -0.927  -0.37
C7 -0.953 2.836 0.752  -0.60
C8 -1.280 2.177 -0.599  -0.48
C9 -1.737 0.778 -0.524  0.02
C10 -2.257 -0.303 -0.451  -0.06
C11 -2.865 -1.641 -0.383  -0.14
H1 -0.293 -0.680 2.390  0.20
H2 -0.348 -1.212 0.624  0.20
H3 2.114 -0.262 2.236  0.20
H4 0.946 1.073 -0.944  0.19
H5 2.641 0.914 -1.683  0.20
H6 4.046 -0.960 1.151  0.20
H7 5.435 -1.378 -0.839  0.20
H8 4.087 -0.722 -1.933  0.19
H9 -0.651 3.872 0.577  0.21
H10 -1.813 2.843 1.437  0.21
H11 -0.135 2.305 1.267  0.22
H12 -2.046 2.769 -1.118  0.23
H13 -0.420 2.288 -1.272  0.22
H14 -2.642 -2.180 -1.310  0.21
H15 -2.381 -2.195 0.437  0.19
H16 -4.485 -1.532 0.717  0.47
O1 -4.297 -1.654 -0.242  -0.70